1.
Below is a structure of composition C26H25N9O2OsP, with properties calculated with ωB97M-V/def2-TZVPD.

```
64
C26H25N9O2OsP, DFT ωB97M-V/def2-TZVPD
Os 0.13535 0.43707 0.40455
C 0.63387 -4.43574 3.01038
N 0.11955 -3.09910 2.67510
C -0.95153 -2.49978 3.28286
C -1.12121 -1.29093 2.68456
N -0.16197 -1.16067 1.71130
C 0.58514 -2.27199 1.72668
P 2.15483 -2.47391 0.81393
C 1.53412 -1.97603 -0.82023
N 0.76285 -0.90999 -1.05726
C 0.50299 -0.88899 -2.40392
C 1.13017 -1.95490 -2.97714
N 1.76752 -2.62880 -1.97643
C 2.60431 -3.81802 -2.18631
C 2.74495 -0.82887 1.33543
N 1.97556 0.26761 1.33131
C 2.68934 1.28034 1.92539
C 3.90382 0.78321 2.27613
N 3.91694 -0.53951 1.91546
C 5.05853 -1.43794 2.13180
H 0.25458 -4.70968 3.99008
H 0.29310 -5.16066 2.27487
H 1.71971 -4.41678 3.04435
H -1.49558 -2.97547 4.08134
H -1.85379 -0.52813 2.88275
H -0.11144 -0.13729 -2.86686
H 1.17182 -2.27959 -4.00337
H 2.07822 -4.50668 -2.84173
H 3.54685 -3.52374 -2.64210
H 2.79265 -4.30589 -1.23452
H 2.30757 2.28065 2.02053
H 4.75024 1.25338 2.74771
H 5.29966 -1.45984 3.19157
H 4.80249 -2.43862 1.79633
H 5.91199 -1.07289 1.56575
N -0.45214 1.81613 1.82869
C -0.76316 2.59124 2.62226
C -1.16009 3.53562 3.60367
C -2.13780 4.48539 3.27904
C -2.52343 5.39748 4.24123
C -1.93890 5.36377 5.50304
C -0.96712 4.41922 5.81934
C -0.56856 3.49655 4.87301
H -2.58111 4.50739 2.29207
H -3.27637 6.13781 4.01019
H -2.24408 6.08406 6.25034
H -0.52247 4.40783 6.80450
H 0.18634 2.75707 5.10509
N -5.82627 2.50692 0.51391
C -5.11959 1.63475 0.27640
C -4.18051 0.57801 0.02691
C -4.55891 -0.67296 -0.44976
C -3.57151 -1.62685 -0.64865
C -2.25940 -1.31549 -0.36441
N -1.89858 -0.10472 0.09978
C -2.84173 0.82760 0.28169
H -5.59827 -0.88810 -0.66140
H -3.81667 -2.60974 -1.02511
H -1.46891 -2.03842 -0.50143
H -2.52707 1.79964 0.62415
O 1.31811 1.99780 -0.35923
C 0.46462 2.30631 -1.23417
O -0.57425 1.57966 -1.19599
H 0.60099 3.11360 -1.95394
```

Total charge: +3
Relative energy (zero: lowest compared OMol25 entry of this formula, charge and spin) (kcal/mol): 0.0
M (u): 716.75
Gap between HOMO and LUMO (Ha): 0.258

natural (NBO) charges, unit e, in atom order: Os 1.36; C -0.42; N -0.28; C -0.02; C -0.06; N -0.45; C 0.10; P 0.84; C 0.07; N -0.49; C -0.07; C -0.02; N -0.28; C -0.42; C 0.10; N -0.44; C -0.03; C -0.03; N -0.27; C -0.41; H 0.26; H 0.24; H 0.24; H 0.27; H 0.25; H 0.26; H 0.27; H 0.25; H 0.25; H 0.23; H 0.26; H 0.27; H 0.25; H 0.23; H 0.25; N -0.49; C 0.54; C -0.20; C -0.15; C -0.19; C -0.11; C -0.19; C -0.16; H 0.23; H 0.26; H 0.25; H 0.25; H 0.23; N -0.16; C 0.21; C -0.15; C -0.05; C -0.21; C 0.07; N -0.42; C 0.12; H 0.28; H 0.27; H 0.22; H 0.24; O -0.55; C 0.67; O -0.57; H 0.21

2.
Below is a structure of composition C26H26BrN2NaO8S, with properties calculated with ωB97M-V/def2-TZVPD.

```
65
C26H26BrN2NaO8S, DFT ωB97M-V/def2-TZVPD
Na -0.06298 0.81733 -0.27632
O -0.27337 -3.06251 -0.37061
C 0.14611 -2.85420 0.96561
C -0.74164 -1.88468 1.74514
N -0.32908 -0.48359 1.71365
C -1.43572 0.36804 2.17405
C -2.50076 0.68434 1.08738
O -3.65191 0.93560 1.51326
O -2.09012 0.71052 -0.10104
C 0.90078 -0.24329 2.47535
C 1.47584 1.12061 2.05857
O 1.17227 2.08989 2.81794
O 2.13979 1.17835 0.99368
H 0.01551 -2.27329 -0.87005
H 1.18432 -2.51226 0.97418
H 0.10935 -3.82824 1.46051
H -0.82201 -2.22533 2.79571
H -1.74137 -1.93862 1.30798
H -1.03044 1.33138 2.48610
H -1.93812 -0.06910 3.04700
H 1.62525 -1.02059 2.22931
H 0.71688 -0.24942 3.56036
Br 4.47078 -3.01358 1.32530
C 4.29538 -1.50616 0.13214
C 5.36548 -0.63613 0.03315
C 5.21341 0.42062 -0.85510
C 4.03140 0.54782 -1.55975
C 3.00790 -0.36709 -1.33423
N 3.16055 -1.40343 -0.50223
C 1.64700 -0.16933 -2.03196
O 1.67503 0.52534 -3.06646
O 0.65628 -0.69592 -1.46454
H 6.26130 -0.78058 0.61781
H 6.01214 1.14322 -0.97920
H 3.85116 1.34480 -2.26718
O -0.09720 2.85839 0.08508
S 0.78011 3.86097 0.75662
C 0.87321 5.26124 -0.52893
C 0.14142 4.86569 -1.77055
C 0.57911 3.76400 -2.50918
C -0.11855 3.32716 -3.62336
C -1.26490 4.00000 -4.03108
C -1.71221 5.09565 -3.30348
C -1.02000 5.51695 -2.17509
C -0.28953 4.69731 1.98827
C -1.61685 5.14128 1.45866
C -2.55002 4.19503 1.02069
C -3.77579 4.60543 0.51713
C -4.09927 5.95632 0.45676
C -3.18636 6.90252 0.90735
C -1.95400 6.49303 1.40039
H 1.94794 5.33528 -0.70637
H 0.50742 6.19190 -0.09715
H 1.44901 3.20374 -2.17870
H 0.21861 2.43554 -4.13906
H -1.82052 3.65594 -4.89505
H -2.62287 5.60796 -3.59402
H -1.39980 6.34586 -1.58729
H 0.31622 5.51325 2.39237
H -0.39233 3.92216 2.75191
H -2.32126 3.13595 1.06390
H -4.47628 3.85214 0.17684
H -5.06024 6.27040 0.06632
H -3.43248 7.95722 0.87199
H -1.24023 7.23289 1.75134
```

Total charge: -2
Relative energy (zero: lowest compared OMol25 entry of this formula, charge and spin) (kcal/mol): 18.1
M (u): 629.46
Gap between HOMO and LUMO (Ha): 0.241

natural (NBO) charges, unit e, in atom order: Na 0.89; O -0.76; C -0.07; C -0.24; N -0.45; C -0.37; C 0.75; O -0.78; O -0.80; C -0.33; C 0.76; O -0.81; O -0.79; H 0.52; H 0.18; H 0.15; H 0.14; H 0.22; H 0.23; H 0.17; H 0.20; H 0.16; Br -0.04; C 0.19; C -0.31; C -0.17; C -0.22; C 0.17; N -0.42; C 0.74; O -0.74; O -0.79; H 0.21; H 0.20; H 0.24; O -1.01; S 1.34; C -0.64; C 0.06; C -0.21; C -0.19; C -0.23; C -0.22; C -0.25; C -0.63; C -0.04; C -0.18; C -0.14; C -0.25; C -0.24; C -0.23; H 0.22; H 0.22; H 0.23; H 0.24; H 0.20; H 0.19; H 0.21; H 0.21; H 0.28; H 0.27; H 0.22; H 0.19; H 0.19; H 0.19

3.
Below is a structure of composition C26H26CoN7OS5, with properties calculated with ωB97M-V/def2-TZVPD.

```
66
C26H26CoN7OS5, DFT ωB97M-V/def2-TZVPD
Co -0.92961 0.21701 -1.55344
C -2.02711 -1.10529 2.32296
C -2.22281 -0.80119 0.86016
N -1.24931 -0.17979 0.20466
N -0.18151 0.23621 0.79356
C 0.82769 -0.13289 1.40106
S 2.16919 1.86051 -1.17634
S 1.99739 0.61481 2.30156
C 1.47969 2.40341 2.67366
C 0.52349 2.41331 3.80116
C -0.84611 2.28161 3.57096
C -1.72991 2.17811 4.62906
C -1.26451 2.20571 5.93386
C 0.09309 2.34381 6.17446
C 0.97849 2.44721 5.11896
C -3.41161 -1.20939 0.19256
C -4.39601 -1.90729 0.91826
C -5.57821 -2.31619 0.35926
C -5.84681 -2.00509 -0.97604
C -4.91711 -1.33979 -1.72804
C -3.64611 -0.95309 -1.21124
O -2.80701 -0.43049 -2.01024
H -1.06601 -0.73059 2.66586
H -2.04521 -2.17929 2.50676
H -2.80211 -0.63089 2.92136
H 1.06679 2.78281 1.74256
H 2.42929 2.87981 2.90436
H -1.21461 2.25821 2.55506
H -2.78841 2.06761 4.43656
H -1.95581 2.11781 6.76016
H 0.46209 2.35781 7.19146
H 2.03849 2.54711 5.31146
H -4.21791 -2.12989 1.95806
H -6.28921 -2.87849 0.94996
H -6.78831 -2.31159 -1.41434
H -5.11061 -1.11029 -2.76684
N -1.07521 3.92631 -3.70724
C -0.95371 2.69001 -3.14524
S -1.55851 2.46491 -1.54794
N -0.33401 1.76231 -3.81544
N -0.22141 0.59471 -3.17904
C 0.55499 -0.33559 -3.69554
C 0.60959 -1.56319 -3.00774
C 1.30869 -2.70069 -3.45494
C 1.27209 -3.85019 -2.71364
C 0.48299 -3.88069 -1.55644
C -0.18281 -2.73289 -1.17744
N -0.12171 -1.59619 -1.85334
H -1.74721 4.54481 -3.28754
H -0.93021 3.97891 -4.70234
H 1.11459 -0.14509 -4.60144
H 1.87609 -2.63199 -4.36894
H 1.82729 -4.72569 -3.01614
H 0.40329 -4.77089 -0.95214
H -0.79561 -2.72959 -0.28414
S 2.45819 -0.08879 -1.20754
C 3.99529 -0.28699 -1.99504
N 4.84759 0.79201 -2.12794
C 6.21899 0.52931 -1.72854
C 6.25729 -0.79449 -0.96674
S 4.89559 -1.77249 -1.71664
H 4.40779 1.64631 -1.77524
H 6.60099 1.34691 -1.11284
H 6.83319 0.45531 -2.63504
H 6.02789 -0.65829 0.09146
H 7.19439 -1.32939 -1.08244
```

Total charge: -1
Multiplicity: 2
Expectation value of S²: 0.782
Relative energy (zero: lowest compared OMol25 entry of this formula, charge and spin) (kcal/mol): 81.1
M (u): 671.81
Gap between HOMO and LUMO (spin up / spin down) (Ha): 0.157 / 0.147

natural (NBO) charges, unit e, in atom order: Co 0.80; C -0.68; C 0.29; N -0.29; N -0.23; C -0.05; S -0.47; S 0.28; C -0.54; C -0.05; C -0.22; C -0.19; C -0.23; C -0.23; C -0.16; C -0.28; C -0.15; C -0.32; C -0.18; C -0.31; C 0.52; O -0.72; H 0.24; H 0.23; H 0.22; H 0.26; H 0.22; H 0.23; H 0.21; H 0.21; H 0.20; H 0.20; H 0.19; H 0.20; H 0.20; H 0.21; N -0.82; C 0.27; S -0.32; N -0.43; N -0.26; C -0.12; C 0.12; C -0.25; C -0.21; C -0.33; C 0.06; N -0.53; H 0.39; H 0.38; H 0.19; H 0.21; H 0.20; H 0.20; H 0.19; S 0.45; C -0.15; N -0.62; C -0.23; C -0.52; S 0.26; H 0.43; H 0.21; H 0.19; H 0.22; H 0.23

4.
Below is a structure of composition C26H26F5IrN2O2, with properties calculated with ωB97M-V/def2-TZVPD.

```
62
C26H26F5IrN2O2, DFT ωB97M-V/def2-TZVPD
Ir -0.95521 -1.99607 -1.09976
C -2.39883 -4.68998 -2.60080
N -1.05339 -4.24276 -2.23217
C -0.19938 -4.13119 -3.41716
C -0.46661 -5.15071 -1.24559
C 0.69657 -4.49476 -0.55208
C 1.70428 -5.26858 0.01267
C 2.76281 -4.66311 0.67051
C 2.81986 -3.27778 0.75489
C 1.81461 -2.50028 0.19641
C 0.73597 -3.10222 -0.45341
H -2.37273 -5.71225 -2.99917
H -2.81457 -4.03368 -3.35746
H -3.04571 -4.67281 -1.72396
H -0.12517 -5.10007 -3.92634
H 0.79672 -3.80551 -3.12321
H -0.61990 -3.39750 -4.10202
H -0.15296 -6.08434 -1.73237
H -1.24162 -5.40752 -0.51966
H 1.66213 -6.34956 -0.06879
H 3.54542 -5.26972 1.10777
H 3.65030 -2.79790 1.25747
H 1.86919 -1.42317 0.26918
C 1.02037 6.83117 0.39981
C 1.67785 5.52306 0.76655
C 3.05376 5.49028 0.96546
C 3.70300 4.30724 1.28063
C 2.96447 3.14799 1.43374
C 1.58756 3.16629 1.24956
N 0.89437 1.92740 1.38311
C -0.19976 1.73657 2.19156
C -0.39467 2.56142 3.31132
C -1.46601 2.37397 4.15600
C -2.38647 1.34799 3.93107
C -2.19285 0.52051 2.84817
C -1.11306 0.69517 1.97261
C -0.98248 -0.23024 0.84278
O -1.87575 -1.14580 0.66802
O -0.03142 -0.15748 0.01743
C 0.92748 4.34431 0.88745
C -0.54481 4.32558 0.57027
H 1.74633 7.64227 0.43408
H 0.20471 7.07978 1.08087
H 0.60257 6.80237 -0.60870
H 3.62292 6.40651 0.86220
H 4.77551 4.29342 1.42512
H 3.43721 2.21526 1.71354
H 0.99976 1.26598 0.62445
H 0.32262 3.35059 3.49793
H -1.58560 3.02962 5.00972
H -3.22724 1.20031 4.59397
H -2.87857 -0.29009 2.64530
H -1.16214 4.30581 1.47106
H -0.79901 3.43447 -0.00656
H -0.83645 5.19612 -0.01137
F -0.58980 -0.72708 -3.77239
C -1.48936 -0.70158 -2.74403
F -1.53607 0.58355 -2.28747
C -2.88536 -0.98636 -3.34731
F -2.80207 -1.91388 -4.31365
F -3.70215 -1.47317 -2.39168
F -3.47114 0.09216 -3.86560
```

Total charge: 0
Multiplicity: 5
Expectation value of S²: 6.008
M (u): 685.71
Gap between HOMO and LUMO (spin up / spin down) (Ha): 0.297 / 0.216

natural (NBO) charges, unit e, in atom order: Ir 1.34; C -0.42; N -0.44; C -0.44; C -0.25; C -0.09; C -0.21; C -0.20; C -0.22; C -0.25; C -0.28; H 0.18; H 0.22; H 0.21; H 0.18; H 0.23; H 0.22; H 0.19; H 0.22; H 0.21; H 0.21; H 0.22; H 0.23; C -0.64; C -0.02; C -0.22; C -0.21; C -0.22; C 0.12; N -0.64; C 0.34; C -0.30; C -0.16; C -0.28; C -0.11; C -0.29; C 0.78; O -0.72; O -0.72; C 0.04; C -0.66; H 0.22; H 0.22; H 0.22; H 0.21; H 0.21; H 0.22; H 0.44; H 0.22; H 0.21; H 0.22; H 0.23; H 0.23; H 0.23; H 0.22; F -0.34; C 0.29; F -0.34; C 0.90; F -0.33; F -0.33; F -0.31